1.
7 unconnected molecules or ions with the total composition C19H43BF4NO13. Source: OMol25; level of theory: wB97M-V/def2-TZVPD.

The value obtained for the LUMO energy is 1.79 eV. The value obtained for the HOMO-LUMO gap is 5.355 eV. Its net charge is -1. As for the energy relative to the best compared isomer or geometry (same formula, charge and spin): 5.050 eV.

Element x y z (Å)
N -11.86257 14.25623 -5.68385
H -12.25557 14.32849 -4.75625
H -10.95582 14.67850 -5.82388
H -12.42435 14.82022 -6.30547
H -11.75132 13.30016 -5.98990
C -13.63293 12.42203 0.30822
C -12.69076 13.00889 -0.76056
C -11.59167 11.98211 -1.01365
O -13.22958 13.65747 -1.88473
H -13.02574 11.92261 1.06321
H -14.32113 11.62856 0.01686
H -14.21752 13.21335 0.77745
H -12.15194 13.79419 -0.23039
H -11.07716 11.73310 -0.08555
H -10.86903 12.42238 -1.70071
H -12.04562 11.11551 -1.49430
B -8.42854 16.85886 -6.56727
F -8.21126 15.54159 -6.68941
F -9.27471 17.12211 -5.53136
F -7.31697 17.53517 -6.31202
F -8.83739 17.38229 -7.77115
C -16.84840 15.02880 -6.53235
C -16.46459 16.23779 -5.66963
O -16.15360 17.43702 -6.39156
C -15.13218 17.46198 -7.26340
O -14.41335 16.45140 -7.46272
O -14.95433 18.74855 -7.61884
C -13.58218 19.21850 -7.87819
H -17.77257 15.14726 -7.09801
H -17.08008 14.18089 -5.88779
H -16.05101 14.77138 -7.22948
H -15.63553 16.02885 -4.99354
H -17.29583 16.51495 -5.02132
H -13.01988 18.55618 -8.53641
H -12.99192 19.29164 -6.96478
H -13.56453 20.17156 -8.40683
C -17.42452 21.21730 -4.76039
C -16.60055 21.81656 -3.56624
O -15.58237 20.84205 -3.21803
C -14.33224 20.96949 -3.81243
O -14.09019 21.87343 -4.62359
O -13.43588 20.07034 -3.44981
C -13.81687 18.93750 -2.60898
H -18.20807 21.92227 -5.03817
H -17.94888 20.31540 -4.44460
H -16.78734 21.06734 -5.63195
H -17.23426 21.92885 -2.68652
H -16.10798 22.76557 -3.77800
H -14.53330 19.11076 -1.80597
H -12.96224 18.32679 -2.31788
H -14.23998 18.23344 -3.32548
C -15.62807 9.02229 -4.60790
C -14.62681 9.86393 -5.43357
O -14.09114 9.17002 -6.53428
C -12.92420 9.49232 -7.12782
O -12.13278 10.41587 -6.91457
O -12.69339 8.44118 -8.01109
C -11.40635 8.34034 -8.53866
H -15.89527 9.41903 -3.62845
H -15.33090 8.00528 -4.35200
H -16.45650 8.87685 -5.30119
H -13.79904 10.24990 -4.83866
H -15.09290 10.76350 -5.83560
H -11.31496 8.65246 -9.57900
H -11.25610 7.26125 -8.50526
H -10.58687 8.83897 -8.02104
C -16.62970 11.00580 -10.81265
C -16.34285 12.50845 -10.85955
O -15.01525 12.68134 -10.39810
C -14.10105 13.33398 -11.09477
O -14.25350 13.67197 -12.28786
O -12.93002 13.41463 -10.42685
C -11.81666 14.14558 -11.05168
H -16.14704 10.47258 -11.63170
H -17.69689 10.86269 -10.98218
H -16.45143 10.42753 -9.90606
H -16.89799 13.01712 -10.07140
H -16.54045 13.02492 -11.79886
H -12.10416 15.18990 -11.17351
H -11.64534 13.82940 -12.08065
H -10.89983 14.12855 -10.46242

2.
7 unconnected molecules or ions with the total composition C19H43Br4N5O5. Source: OMol25; level of theory: wB97M-V/def2-TZVPD.

The value obtained for the LUMO energy (alpha / beta) is 2.23 / 2.13 eV. The value obtained for the HOMO-LUMO gap (alpha / beta) is 2.770 / 9.153 eV. Its spin multiplicity is 2. Its net charge is -1. Its expectation value of S² is 0.75.

Element x y z (Å)
C -0.54499 6.18133 -0.14208
O -0.63308 7.38181 -0.59190
N 0.25827 5.78665 0.75018
C 0.20204 4.38840 1.22222
C 1.07646 6.59964 1.65133
H -1.08614 5.37672 -0.66356
H 1.18027 3.92094 1.10979
H -0.41426 3.71876 0.62234
H 0.00893 4.22319 2.28218
H 1.19568 7.60551 1.24870
H 0.57955 6.79626 2.60133
H 2.10089 6.32768 1.90566
C 3.57510 -4.92403 -0.97708
O 3.47328 -5.80498 -1.79460
N 2.60118 -4.49767 -0.16016
C 2.76148 -3.41724 0.76599
C 1.18609 -4.94362 -0.40705
H 4.57835 -4.49340 -0.83480
H 3.81047 -3.12113 0.76033
H 2.28586 -3.85787 1.64220
H 2.27994 -2.44396 0.67143
H 0.53999 -4.28143 -0.98336
H 0.94997 -5.98134 -0.64263
H 0.79529 -4.99706 0.60908
C -3.31441 -5.54777 3.18983
O -4.26400 -6.27835 2.93726
N -3.25354 -4.16723 3.11349
C -2.44704 -3.53601 4.12391
C -4.06082 -3.41675 2.16611
H -2.65458 -5.87940 4.00643
H -2.22170 -2.56910 3.67401
H -1.54919 -4.04688 4.47174
H -3.07308 -3.27659 4.97764
H -4.75718 -2.85908 2.79237
H -3.59956 -2.61669 1.58712
H -4.57481 -4.10459 1.49471
C 1.51537 -0.13868 3.36922
O 1.18176 -1.21498 2.82687
N 2.81439 0.29697 3.33076
C 3.31283 1.34754 4.30826
C 3.83519 -0.27241 2.55185
H 0.87707 0.62878 3.83374
H 3.92954 2.07453 3.77980
H 3.96375 0.83308 5.01516
H 2.50065 1.89190 4.79007
H 3.45097 -1.19765 2.12242
H 4.27760 0.37271 1.79279
H 4.63646 -0.40354 3.27908
C -4.67926 4.24747 -5.50601
O -4.48722 5.41339 -5.90141
N -3.73170 3.32645 -5.43891
C -4.10309 1.87099 -5.26358
C -2.31498 3.65080 -5.88173
H -5.69727 3.82816 -5.51259
H -3.27666 1.19450 -5.04568
H -4.48458 1.42846 -6.18378
H -4.94299 1.70818 -4.58819
H -2.19411 3.53167 -6.95844
H -1.86950 4.60414 -5.59748
H -1.69134 2.88623 -5.41846
Br 2.01509 0.47470 -0.45842
C 2.98885 -0.95891 -1.45662
C 3.43191 -0.39046 -2.81540
Br 4.42948 -1.83875 -3.71466
H 2.37650 -1.85106 -1.58771
H 3.80976 -1.17069 -0.77153
H 4.02517 0.52162 -2.75017
H 2.55084 0.01638 -3.31168
Br -2.67843 0.28202 -2.46134
C -1.17094 0.15773 -1.16512
C -1.53166 -0.88767 -0.09168
Br -1.52315 -2.71859 -0.97211
H -0.98866 1.14798 -0.74768
H -0.25942 -0.19869 -1.64493
H -2.51650 -0.86374 0.37480
H -0.77244 -0.87526 0.69034

3.
17 unconnected molecules or ions with the total composition C19H43Cl32NO2P2. Source: OMol25; level of theory: wB97M-V/def2-TZVPD.

The value obtained for the LUMO energy is 0.30 eV. The value obtained for the HOMO-LUMO gap is 9.665 eV. Its net charge is 0.

Element x y z (Å)
N -1.39847 -2.18202 0.47507
C -1.04717 -0.87799 -0.07263
C 0.36847 -0.44060 0.25519
O 0.46636 -0.58880 1.68287
C 1.45887 -1.24536 -0.42734
P 1.49246 -1.41456 -2.27429
P 0.34204 -3.24444 -2.49211
O 1.02821 -4.35910 -1.78579
H -1.17037 -2.21435 1.46288
H -0.86425 -2.92735 0.04460
H -1.17350 -0.90051 -1.15751
H -1.75379 -0.13863 0.30484
H 0.48608 0.61479 0.00630
H 1.18743 -0.04250 2.01692
H 1.49002 -2.24757 0.00929
H 2.41807 -0.76541 -0.23071
H 0.50100 -0.50420 -2.70148
H -0.99137 -3.06312 -2.09844
H 0.22367 -3.36199 -3.88616
C -1.17105 2.94136 1.55558
Cl -0.43211 3.07186 -0.04370
Cl -0.30575 3.90269 2.76209
H -2.18470 3.31935 1.48503
H -1.14651 1.90119 1.86130
C -3.75264 -2.01206 -2.17041
Cl -2.74531 -1.21695 -3.40763
Cl -5.24393 -1.13247 -1.83102
H -4.01450 -2.98891 -2.55612
H -3.16694 -2.07234 -1.25584
C 3.31739 -6.57304 -2.01356
Cl 4.53745 -6.66942 -3.30012
Cl 2.41990 -8.08962 -1.83815
H 3.83126 -6.37476 -1.08153
H 2.61163 -5.78761 -2.25282
C -1.44539 -5.12475 2.60760
Cl -0.61215 -5.40484 1.07769
Cl -0.57988 -3.98135 3.64715
H -2.41700 -4.69887 2.38609
H -1.52773 -6.06957 3.12989
C -4.60659 -6.09718 -1.77159
Cl -5.18827 -4.71931 -0.82396
Cl -2.96802 -5.84364 -2.39164
H -4.60001 -6.97781 -1.14162
H -5.26935 -6.21025 -2.61856
C -2.35078 5.41109 -2.54027
Cl -2.82662 3.86388 -3.24850
Cl -2.85884 5.56485 -0.85332
H -1.27033 5.47938 -2.57305
H -2.82314 6.20555 -3.10500
C -6.54395 -5.79637 -5.68580
Cl -6.63157 -4.57082 -4.41002
Cl -5.52790 -7.17366 -5.23559
H -7.54600 -6.16081 -5.87216
H -6.11221 -5.33444 -6.56444
C 5.97672 -3.26876 -4.09537
Cl 6.32139 -3.27719 -5.82970
Cl 4.47791 -2.41672 -3.70129
H 5.87223 -4.29355 -3.76296
H 6.79615 -2.76190 -3.59817
C -0.49039 7.70535 1.81166
Cl -1.33140 8.79600 2.92485
Cl 1.17979 8.21041 1.53086
H -0.46502 6.72020 2.26352
H -1.02140 7.70496 0.86712
C -4.83691 6.64288 2.95090
Cl -6.14015 6.43606 1.77405
Cl -3.31935 5.91152 2.41463
H -4.65681 7.70261 3.08362
H -5.13361 6.16393 3.87511
C 1.92878 7.65815 5.20513
Cl 1.57555 6.10475 4.44545
Cl 1.23723 7.79540 6.82937
H 3.00365 7.76035 5.28433
H 1.49727 8.43800 4.58877
C 2.41378 -10.26685 1.40464
Cl 1.52399 -11.70525 0.88951
Cl 1.87296 -9.65848 2.97585
H 3.46044 -10.53078 1.48839
H 2.25761 -9.48974 0.66779
C -6.69268 8.73941 -1.26666
Cl -7.75308 9.42607 -2.50199
Cl -5.04470 8.47397 -1.85070
H -6.64469 9.43254 -0.43652
H -7.09645 7.78151 -0.96428
C 2.72152 6.67790 10.14138
Cl 1.64515 7.70355 11.09867
Cl 2.78737 5.01514 10.73962
H 2.35219 6.65932 9.12442
H 3.71944 7.09488 10.19375
C 9.51412 -0.42563 -5.32075
Cl 8.85299 0.91234 -4.37452
Cl 9.42935 -1.96951 -4.46338
H 8.93070 -0.51933 -6.22819
H 10.55538 -0.21437 -5.52758
C 5.47308 -0.37125 1.34317
Cl 5.64305 -0.17951 -0.40221
Cl 3.91970 0.24840 1.93525
H 5.51567 -1.42755 1.57672
H 6.25926 0.18415 1.83819

4.
3 unconnected molecules or ions with the total composition C19H43ClN9O3. Source: OMol25; level of theory: wB97M-V/def2-TZVPD.

The value obtained for the LUMO energy is -2.76 eV. The value obtained for the HOMO-LUMO gap is 8.189 eV. Its net charge is +1.

Element x y z (Å)
C -4.26829 0.77371 1.89767
O -4.09742 -0.55107 1.39001
C -3.01877 -1.16530 2.12286
C -1.72721 -1.08083 1.27348
C -0.62266 -2.02952 1.85110
C 0.57893 -1.19519 2.42437
C 1.94037 -1.90852 2.09147
C 2.77255 -1.09171 1.03706
C 4.17738 -0.70060 1.59336
C 4.11250 0.58537 2.50929
C 5.40207 1.42164 2.26013
C 5.13309 2.79848 1.59114
C 4.35029 2.69960 0.24851
C 5.25855 2.60422 -0.99782
N 4.61206 3.11795 -2.24243
Cl 5.31091 4.48264 -2.94354
C 3.53494 2.46790 -2.66535
N 2.93400 1.39387 -2.11872
C 1.87454 1.03359 -2.82190
N 1.81097 1.89580 -3.83651
N 2.81231 2.76185 -3.77501
C 2.88176 3.73915 -4.86531
C 3.99948 3.26614 -5.89443
N 4.15924 1.79712 -5.81362
H -3.29912 1.31100 1.97065
H -4.70551 0.72983 2.91555
H -4.91940 1.32251 1.19955
H -2.84812 -0.63092 3.07628
H -3.29195 -2.21833 2.31376
H -1.34728 -0.04703 1.19593
H -1.99782 -1.42097 0.25561
H -0.26683 -2.71188 1.06510
H -0.98851 -2.63844 2.69987
H 0.61124 -0.17648 2.00536
H 0.52995 -1.08830 3.52257
H 1.75505 -2.91940 1.68845
H 2.58197 -2.05536 2.97954
H 2.25458 -0.19684 0.65333
H 2.97409 -1.75757 0.17244
H 4.70249 -1.54296 2.06959
H 4.77188 -0.40269 0.70523
H 4.00944 0.24083 3.55135
H 3.18989 1.12888 2.24402
H 5.84469 1.63629 3.25374
H 6.18109 0.88747 1.69069
H 6.11315 3.28673 1.41290
H 4.60751 3.45710 2.30593
H 3.66028 3.56566 0.21577
H 3.70149 1.80580 0.25264
H 5.65102 1.58861 -1.18466
H 6.14943 3.22434 -0.79581
H 1.20395 0.20253 -2.62297
H 1.09549 1.85781 -4.55262
H 1.94422 3.73037 -5.44511
H 3.07663 4.76178 -4.52406
H 4.97844 3.68813 -5.61264
H 3.77007 3.59131 -6.92233
H 5.14729 1.57513 -5.77629
H 3.72616 1.34068 -6.60952
C -6.93697 -3.51514 3.14760
O -7.82458 -4.01088 3.81435
N -7.01051 -2.23930 2.65817
N -5.79291 -4.18541 2.82848
H -6.28923 -1.80828 2.10531
H -7.83973 -1.71510 2.87305
H -5.70309 -5.12550 3.16904
H -5.05300 -3.79299 2.27774
C -8.51017 -3.23674 -1.23191
O -7.35118 -3.25094 -1.61185
N -9.54193 -3.67953 -2.00858
N -8.87131 -2.77779 -0.00030
H -10.50058 -3.67716 -1.71605
H -9.31169 -4.02508 -2.92226
H -8.13500 -2.44527 0.59861
H -9.81665 -2.75680 0.33294

no.,E_tot (eV)
1,-60058.38731
2,-318254.98792
3,-445281.52135
4,-52469.03950